1.
{
  "formula": "C7H18ClIOPPmS",
  "method": "wB97M-V/def2-TZVPD",
  "s_squared": 6.008,
  "multiplicity": 5,
  "e_tot_ev": -66885.5582,
  "charge": 2,
  "homo_lumo_gap_ev": [7.706, 7.906],
  "elements": ["C", "I", "H", "H", "H", "Pm", "P", "C", "C", "H", "H", "H", "C", "H", "H", "H", "H", "H", "H", "C", "O", "Cl", "C", "S", "C", "H", "H", "H", "H", "H", "H"],
  "positions_angstrom": [[-0.250, -3.963, -2.218], [1.454, -2.549, -1.931], [-1.171, -3.566, -1.776], [0.041, -4.901, -1.738], [-0.327, -4.112, -3.297], [-0.069, -0.981, 0.166], [-0.011, 1.342, -1.463], [1.372, 1.966, -2.457], [-1.220, 0.916, -2.771], [-1.462, 2.666, -0.042], [-0.921, 3.592, -1.481], [0.190, 3.314, -0.108], [-0.620, 2.883, -0.708], [-2.191, 0.682, -2.320], [-1.319, 1.753, -3.473], [0.965, 2.572, -3.278], [1.935, 1.110, -2.853], [-0.879, 0.025, -3.318], [2.037, 2.569, -1.827], [1.883, 0.599, 0.327], [2.887, 1.171, 0.452], [-2.491, -0.256, 0.360], [0.120, -2.154, 4.024], [0.302, -0.802, 2.860], [-0.057, 0.637, 3.882], [0.066, -3.087, 3.453], [-0.820, -1.986, 4.557], [0.965, -2.189, 4.718], [-0.857, 0.340, 4.565], [0.840, 0.943, 4.437], [-0.392, 1.467, 3.255]]
}


2.
{
  "formula": "C7H18GaN2O5",
  "method": "wB97M-V/def2-TZVPD",
  "multiplicity": 1,
  "e_tot_ev": -73142.2059,
  "relative_energy_kj_mol": 0.0,
  "charge": -1,
  "homo_lumo_gap_ev": 7.179,
  "elements": ["C", "C", "O", "C", "O", "Ga", "C", "O", "N", "O", "H", "H", "H", "H", "H", "H", "H", "H", "H", "H", "H", "C", "O", "N", "C", "C", "H", "H", "H", "H", "H", "H", "H"],
  "positions_angstrom": [[-0.102, 1.539, 2.220], [0.292, 0.175, 1.644], [1.254, 0.395, 0.606], [-0.934, -0.580, 1.137], [-1.831, -0.725, 2.199], [-3.391, -1.663, 1.648], [-4.929, -0.345, 1.236], [-5.193, 0.526, 2.383], [-5.965, 1.627, 2.116], [-6.882, 1.427, 1.395], [0.283, 1.604, 3.233], [-1.180, 1.647, 2.217], [0.351, 2.296, 1.586], [0.754, -0.448, 2.415], [1.206, -0.324, -0.041], [-1.374, 0.032, 0.333], [-0.608, -1.554, 0.744], [-3.884, -2.702, 2.779], [-3.085, -2.464, 0.282], [-5.792, -0.971, 1.014], [-4.721, 0.280, 0.370], [2.450, -0.106, -3.244], [1.418, -0.143, -2.609], [3.681, 0.008, -2.703], [4.877, 0.033, -3.517], [3.800, 0.107, -1.256], [2.467, -0.173, -4.347], [5.530, -0.801, -3.247], [5.417, 0.970, -3.360], [4.617, -0.051, -4.570], [3.365, -0.778, -0.793], [3.259, 0.980, -0.893], [4.849, 0.182, -0.978]]
}


3.
{
  "formula": "C7H18N2",
  "method": "wB97M-V/def2-TZVPD",
  "multiplicity": 1,
  "e_tot_ev": -10527.4170,
  "relative_energy_kj_mol": 404.5,
  "homo_lumo_gap_ev": 8.899,
  "elements": ["C", "C", "N", "N", "H", "H", "H", "H", "H", "H", "H", "H", "C", "C", "C", "C", "C", "H", "H", "H", "H", "H", "H", "H", "H", "H", "H"],
  "positions_angstrom": [[1.636, -0.018, 0.518], [1.311, 0.635, 1.852], [2.549, 0.501, -0.293], [1.612, -1.436, 0.613], [1.337, 0.977, -2.364], [2.095, -1.877, -0.158], [2.706, 1.488, -0.093], [1.994, 0.779, -1.880], [1.895, -1.818, 1.506], [1.185, 1.710, 1.744], [0.397, 0.217, 2.270], [2.088, 0.474, 2.603], [-0.720, 0.287, -1.181], [-1.872, -0.813, 0.837], [-0.826, -1.048, -1.904], [-1.629, 0.418, 0.007], [-2.120, 1.601, 0.372], [0.414, 0.234, -0.475], [-0.991, 1.079, -1.877], [-0.944, -1.354, 1.026], [-2.333, -0.566, 1.792], [-2.540, -1.497, 0.310], [-0.483, -1.867, -1.274], [-1.857, -1.271, -2.189], [-0.231, -1.049, -2.815], [-2.710, 1.722, 1.269], [-1.963, 2.492, -0.219]]
}


4.
{
  "formula": "C7H18N5",
  "method": "wB97M-V/def2-TZVPD",
  "multiplicity": 1,
  "e_tot_ev": -14991.6646,
  "relative_energy_kj_mol": 135.9,
  "charge": 1,
  "homo_lumo_gap_ev": 8.464,
  "elements": ["C", "C", "C", "C", "C", "C", "C", "N", "N", "N", "N", "N", "H", "H", "H", "H", "H", "H", "H", "H", "H", "H", "H", "H", "H", "H", "H", "H", "H", "H"],
  "positions_angstrom": [[-0.508, -2.620, -3.080], [-0.565, 1.783, -0.145], [1.642, 2.712, 1.194], [0.198, -3.947, -3.112], [0.437, -0.104, -1.042], [-1.412, -1.040, 1.248], [-1.714, -0.200, -0.040], [-1.066, -1.662, -2.836], [2.817, 2.236, 1.513], [0.863, 3.456, 2.010], [-1.103, -0.096, 2.308], [-0.657, 0.622, -0.478], [-1.306, 2.354, 0.366], [0.294, 2.388, -0.346], [-0.385, -4.772, -2.666], [1.015, -3.965, -2.389], [0.655, -4.169, -4.086], [0.824, -0.750, -0.301], [0.009, -0.674, -1.832], [1.168, 0.660, -1.260], [-2.318, -1.611, 1.507], [-0.447, -1.649, 0.933], [-2.628, 0.465, 0.139], [-2.113, -0.938, -0.819], [3.344, 2.253, 2.409], [3.277, 1.701, 0.694], [1.061, 3.612, 2.986], [-0.008, 3.939, 1.625], [-1.067, -0.442, 3.262], [-0.307, 0.459, 2.240]]
}


5.
{
  "formula": "C7H18NO",
  "method": "wB97M-V/def2-TZVPD",
  "multiplicity": 1,
  "e_tot_ev": -11080.5743,
  "smiles": "CCCO[NH2+][C@@H](C)CC",
  "relative_energy_kj_mol": 166.1,
  "charge": 1,
  "homo_lumo_gap_ev": 12.362,
  "elements": ["C", "C", "C", "O", "N", "C", "C", "C", "C", "H", "H", "H", "H", "H", "H", "H", "H", "H", "H", "H", "H", "H", "H", "H", "H", "H", "H"],
  "positions_angstrom": [[3.932, -0.788, -0.022], [2.976, 0.286, -0.534], [1.537, -0.102, -0.284], [0.740, 1.107, -0.405], [-0.618, 0.824, -0.568], [-1.330, 0.129, 0.566], [-1.123, 0.917, 1.840], [-2.790, 0.007, 0.140], [-3.028, -0.980, -1.017], [3.861, -1.691, -0.627], [4.956, -0.434, -0.087], [3.724, -1.046, 1.015], [3.126, 0.429, -1.604], [3.174, 1.245, -0.054], [1.191, -0.832, -1.022], [1.406, -0.518, 0.716], [-1.055, 1.740, -0.696], [-0.748, 0.298, -1.440], [-0.909, -0.874, 0.625], [-0.085, 1.194, 1.999], [-1.727, 1.826, 1.825], [-1.455, 0.312, 2.680], [-3.171, 0.997, -0.120], [-3.328, -0.315, 1.028], [-2.092, -1.356, -1.440], [-3.579, -1.852, -0.682], [-3.586, -0.522, -1.829]]
}


6.
{
  "formula": "C7H18NOPS",
  "method": "wB97M-V/def2-TZVPD",
  "multiplicity": 1,
  "e_tot_ev": -31209.7626,
  "smiles": "COPSN(C(C)C)C(C)C",
  "relative_energy_kj_mol": 324.8,
  "homo_lumo_gap_ev": 8.935,
  "elements": ["C", "O", "P", "S", "N", "C", "C", "C", "C", "C", "C", "H", "H", "H", "H", "H", "H", "H", "H", "H", "H", "H", "H", "H", "H", "H", "H", "H", "H"],
  "positions_angstrom": [[3.555, -1.736, -0.648], [3.762, -0.436, -0.251], [2.547, 0.501, 0.480], [1.232, 0.497, -1.155], [-0.414, 0.265, 0.155], [-1.097, -0.993, -0.157], [-2.376, -1.186, 0.726], [-0.094, -2.224, 0.119], [-1.170, 1.488, 0.001], [-1.811, 1.661, -1.398], [-0.336, 2.627, 0.418], [3.907, -2.508, 0.035], [4.200, -1.777, -1.702], [2.473, -1.856, -0.903], [3.287, 1.570, 0.012], [-1.482, -1.098, -1.236], [-3.102, -0.566, 0.407], [-2.582, -2.198, 0.534], [-2.397, -1.027, 1.818], [0.675, -1.830, 0.733], [0.246, -2.504, -0.907], [-0.443, -3.165, 0.515], [-1.903, 1.284, 0.698], [-1.048, 1.822, -2.092], [-2.338, 0.755, -1.713], [-2.610, 2.364, -1.477], [0.054, 2.520, 1.461], [-1.009, 3.539, 0.438], [0.448, 2.873, -0.192]]
}


7.
{
  "formula": "C7H18NS2",
  "method": "wB97M-V/def2-TZVPD",
  "multiplicity": 1,
  "e_tot_ev": -30703.8882,
  "relative_energy_kj_mol": 120.8,
  "charge": 1,
  "homo_lumo_gap_ev": 8.811,
  "elements": ["N", "C", "C", "C", "C", "S", "C", "C", "C", "S", "H", "H", "H", "H", "H", "H", "H", "H", "H", "H", "H", "H", "H", "H", "H", "H", "H", "H"],
  "positions_angstrom": [[-2.456, 2.371, 1.224], [-2.656, 2.464, -0.228], [-2.353, 1.148, -0.919], [-0.845, 0.965, -1.076], [-0.502, -0.351, -1.754], [1.299, -0.610, -1.810], [1.697, -1.809, -0.491], [2.366, -1.165, 0.703], [2.689, -2.215, 1.757], [1.794, -1.989, 3.330], [-2.083, 3.235, 1.596], [-1.823, 1.622, 1.471], [-1.992, 3.205, -0.667], [-3.675, 2.774, -0.427], [-2.777, 1.171, -1.918], [-2.779, 0.317, -0.366], [-0.425, 1.813, -1.602], [-0.408, 0.943, -0.081], [-0.928, -1.175, -1.193], [-0.867, -0.422, -2.768], [1.778, 0.528, -1.278], [2.324, -2.553, -0.959], [0.756, -2.284, -0.245], [1.739, -0.380, 1.100], [3.280, -0.688, 0.365], [3.738, -2.228, 2.011], [2.447, -3.206, 1.397], [0.662, -1.479, 2.829]]
}


8.
{
  "formula": "C7H18O",
  "method": "wB97M-V/def2-TZVPD",
  "multiplicity": 1,
  "e_tot_ev": -9596.6510,
  "smiles": "CC(C)C.CC(C)O",
  "relative_energy_kj_mol": 162.8,
  "homo_lumo_gap_ev": 11.059,
  "elements": ["C", "C", "C", "C", "H", "H", "H", "H", "H", "H", "H", "H", "H", "H", "C", "C", "C", "O", "H", "H", "H", "H", "H", "H", "H", "H"],
  "positions_angstrom": [[0.857, 2.294, -2.944], [0.768, 0.882, -2.398], [1.446, 0.712, -1.030], [-0.582, 0.250, -2.383], [0.188, 2.392, -3.838], [1.895, 2.595, -3.148], [0.318, 3.054, -2.412], [1.468, 0.366, -3.043], [2.136, 1.578, -0.689], [0.721, 0.918, -0.227], [2.182, -0.050, -0.790], [-1.307, 0.628, -1.629], [-1.150, 0.343, -3.295], [-0.647, -0.849, -2.145], [-0.451, -2.453, 1.939], [-0.181, -0.903, 2.094], [-1.192, -0.071, 1.254], [-0.498, -0.749, 3.501], [-0.853, -2.784, 2.890], [0.384, -3.088, 1.642], [-1.237, -2.695, 1.244], [0.878, -0.834, 1.978], [-1.451, -0.678, 0.361], [-2.148, 0.005, 1.726], [-0.668, 0.781, 0.872], [-0.848, 0.158, 3.599]]
}